# 1
Here is 2 unconnected molecules or ions with the total composition C10H16BrF6N6O7PS2 from OMol25. Energies are from wB97M-V/def2-TZVPD.

Cartesian coordinates (Å):
N: 1.57 4.39 -1.81
C: 2.13 3.27 -1.06
C: 2.08 1.99 -1.90
N: 1.70 0.79 -1.13
C: 0.45 0.48 -0.77
N: 0.16 -0.57 0.01
C: -1.15 -0.56 0.19
C: -1.82 -1.58 1.04
C: -1.13 -1.56 2.38
O: -0.22 -2.19 2.66
Br: -1.89 -0.23 3.59
N: -1.72 0.46 -0.45
C: -3.12 0.81 -0.47
C: -3.91 -0.01 -1.50
O: -3.47 -1.34 -1.48
C: -5.39 0.05 -1.11
F: -5.61 -0.59 0.05
F: -5.78 1.34 -0.97
F: -6.14 -0.52 -2.07
N: -0.69 1.14 -1.07
N: -0.89 2.30 -1.83
P: 2.96 -0.31 -0.66
O: 4.20 0.62 -0.97
O: 2.94 -0.36 0.92
S: 2.97 -1.99 -1.54
H: 0.59 4.48 -1.57
H: 1.98 5.25 -1.47
H: 3.17 3.49 -0.87
H: 1.66 3.09 -0.09
H: 3.03 1.81 -2.37
H: 1.36 2.12 -2.71
H: -1.65 -2.55 0.59
H: -2.88 -1.40 1.14
H: -3.53 0.68 0.52
H: -3.25 1.86 -0.70
H: -3.86 0.41 -2.50
H: -3.55 -1.71 -2.36
H: -0.69 2.09 -2.80
H: -1.88 2.55 -1.80
H: 4.97 0.27 -0.51
H: 2.21 0.13 1.31
C: 3.38 -3.68 2.51
F: 4.57 -3.07 2.42
F: 2.60 -3.17 1.54
F: 3.58 -4.98 2.24
S: 2.59 -3.42 4.16
O: 2.47 -1.97 4.18
O: 3.55 -3.99 5.06
O: 1.34 -4.14 4.01

Results
ΔE to the lowest compared entry with this formula, charge and spin in kcal/mol: 0.0
LUMO in hartree: -0.0536
Calculated total energy in eV: -151208.647

# 2
Here is 2 unconnected molecules or ions with the total composition C7H11N3O2 from OMol25. Energies are from wB97M-V/def2-TZVPD.

Cartesian coordinates (Å):
C: -1.43 2.14 0.43
C: -1.96 1.14 -0.30
C: 0.20 0.82 0.11
C: 2.66 1.59 -0.22
C: -3.31 0.86 -0.82
C: 1.96 -1.94 0.37
C: 2.21 0.36 0.51
N: -0.08 1.89 0.79
N: -0.87 0.17 -0.49
N: 2.75 -0.77 0.05
O: 3.20 1.46 -1.28
O: 2.34 2.75 0.28
H: -1.81 3.14 0.75
H: -3.84 -0.01 -0.38
H: -3.98 1.59 -0.54
H: -3.27 0.81 -1.86
H: 0.97 -1.79 -0.04
H: 2.28 -2.87 -0.04
H: 2.08 -2.22 1.43
H: 2.44 0.56 1.59
H: 1.58 2.74 0.97
H: -0.90 -0.49 -1.27
H: 3.04 -0.71 -0.96

Results
ΔE to the lowest compared entry with this formula, charge and spin in kcal/mol: 61.6
LUMO in hartree: 0.0235
Calculated total energy in eV: -16000.188

# 3
Here is C4H7NO in the gas phase from OMol25. Energies are from wB97M-V/def2-TZVPD.

Cartesian coordinates (Å):
C: 0.54 -1.53 1.96
O: -0.38 -1.02 1.00
C: 0.10 -0.61 -0.12
N: 1.11 -0.39 -0.89
C: -0.25 0.03 -1.33
C: -0.51 1.51 -1.37
H: 0.03 -2.04 2.80
H: 1.19 -0.67 2.26
H: 1.11 -2.49 1.44
H: -0.73 -0.63 -2.14
H: -1.64 1.76 -1.15
H: -0.46 1.89 -2.39
H: 0.16 1.97 -0.58

Results
ΔE to the lowest compared entry with this formula, charge and spin in kcal/mol: 85.6
LUMO in hartree: 0.0320
Calculated total energy in eV: -7795.932

# 4
Here is 2 unconnected molecules or ions with the total composition C4H7NO2S from OMol25. Energies are from wB97M-V/def2-TZVPD.

Cartesian coordinates (Å):
C: -0.21 -2.87 -1.64
C: -0.69 -1.81 -1.43
C: -1.18 -0.56 -1.13
C: 0.03 -0.06 0.54
N: 0.60 2.34 1.70
O: 1.01 1.91 -0.84
O: -1.32 2.15 0.10
S: 0.03 1.66 0.18
H: 0.09 -3.79 -2.09
H: -0.99 0.24 -1.77
H: -2.12 -0.58 -0.71
H: 0.88 -0.66 0.32
H: -0.76 -0.11 1.36
H: -0.01 2.04 2.43
H: 1.49 2.20 2.12

Results
ΔE to the lowest compared entry with this formula, charge and spin in kcal/mol: 134.6
LUMO in hartree: -0.0004
Calculated total energy in eV: -20676.901

# 5
Here is a molecular structure, C5F15O15S5Sr from OMol25. Energies are from wB97M-V/def2-TZVPD.

Cartesian coordinates (Å):
Sr: 3.02 -8.27 13.94
C: 3.68 -7.77 18.46
F: 2.72 -7.75 19.47
F: 3.77 -6.50 18.09
F: 4.84 -8.08 19.09
S: 3.28 -9.14 17.20
O: 4.33 -9.23 16.20
O: 3.11 -10.28 17.98
O: 2.03 -8.63 16.59
C: 5.28 -11.17 10.95
F: 4.60 -10.85 9.84
F: 4.42 -11.89 11.67
F: 6.22 -12.07 10.55
S: 5.93 -9.70 11.83
O: 4.71 -9.26 12.51
O: 6.89 -10.28 12.76
O: 6.44 -8.88 10.74
C: 6.53 -5.44 15.77
F: 6.54 -6.67 16.26
F: 6.55 -4.64 16.88
F: 7.75 -5.21 15.29
S: 5.10 -4.99 14.57
O: 4.93 -6.23 13.80
O: 4.07 -4.73 15.53
O: 5.64 -3.91 13.80
C: -0.59 -11.07 13.56
F: -1.46 -12.03 13.71
F: -0.62 -10.72 12.25
F: -1.01 -10.06 14.33
S: 1.11 -11.67 14.04
O: 1.39 -12.52 12.91
O: 1.95 -10.52 14.09
O: 0.86 -12.31 15.29
C: -0.16 -5.42 12.64
F: 0.75 -4.87 13.50
F: -1.00 -6.13 13.45
F: -0.98 -4.44 12.11
S: 0.70 -6.42 11.36
O: 1.46 -7.26 12.33
O: -0.48 -6.94 10.70
O: 1.49 -5.53 10.59

Results
ΔE to the lowest compared entry with this formula, charge and spin in kcal/mol: 0.0
LUMO in hartree: 0.2373
Total charge: -3
Calculated total energy in eV: -131679.616

# 6
Here is 2 unconnected molecules or ions with the total composition C32H66BrClFN4O4P from OMol25. Energies are from wB97M-V/def2-TZVPD.

Cartesian coordinates (Å):
C: -2.15 -1.58 3.92
C: -1.80 -1.67 5.43
C: -0.64 -0.69 5.75
C: -1.04 0.58 6.52
C: -2.33 1.29 6.04
C: -2.10 2.72 5.47
C: -2.40 2.79 3.95
C: -1.22 2.16 3.19
C: -1.63 1.63 1.80
C: -0.37 1.51 0.91
C: -0.61 1.85 -0.61
C: -0.75 3.39 -0.56
C: -1.53 4.13 -1.68
C: -2.27 5.39 -1.19
C: -3.50 5.08 -0.32
C: -1.32 6.41 -0.54
C: -1.85 0.99 -1.05
Br: -1.84 -0.91 -0.45
C: -3.31 1.58 -0.94
Cl: -4.15 1.76 -2.52
C: -4.30 0.78 -0.06
C: -5.56 1.67 0.19
N: -1.59 0.77 -2.49
C: -0.18 0.34 -2.45
O: 0.20 -0.60 -3.09
C: 0.58 1.38 -1.55
C: 1.00 2.40 -2.63
O: 1.93 1.83 -3.53
O: 2.84 2.84 -3.92
C: 1.85 0.78 -0.90
F: 2.42 -0.19 -1.72
C: 3.00 1.75 -0.59
C: 2.78 2.71 0.58
H: -2.74 -0.68 3.71
H: -1.25 -1.51 3.32
H: -2.73 -2.44 3.59
H: -1.52 -2.70 5.61
H: -2.71 -1.38 5.96
H: -0.09 -0.45 4.84
H: 0.06 -1.23 6.39
H: -1.11 0.32 7.58
H: -0.20 1.27 6.44
H: -2.99 1.39 6.91
H: -2.88 0.73 5.29
H: -1.06 3.03 5.59
H: -2.71 3.42 6.03
H: -3.34 2.25 3.80
H: -2.50 3.85 3.73
H: -0.88 1.31 3.80
H: -0.45 2.93 3.12
H: -2.02 0.63 1.97
H: -2.37 2.33 1.42
H: 0.02 0.51 1.05
H: 0.32 2.27 1.26
H: 0.26 3.80 -0.57
H: -1.17 3.73 0.38
H: -0.78 4.53 -2.38
H: -2.19 3.51 -2.29
H: -2.65 5.86 -2.10
H: -4.26 4.66 -0.97
H: -3.27 4.42 0.51
H: -3.92 6.03 0.03
H: -0.42 6.53 -1.14
H: -1.09 6.15 0.49
H: -1.82 7.38 -0.58
H: -3.24 2.55 -0.47
H: -4.66 -0.10 -0.58
H: -3.89 0.58 0.92
H: -6.28 1.48 -0.61
H: -5.31 2.72 0.29
H: -6.02 1.29 1.10
H: -1.50 1.64 -3.02
H: 0.14 2.77 -3.21
H: 1.46 3.28 -2.19
H: 3.70 2.43 -3.78
H: 1.66 0.25 0.03
H: 3.81 1.09 -0.27
H: 3.39 2.24 -1.48
H: 3.77 3.02 0.93
H: 2.25 3.63 0.33
H: 2.34 2.17 1.41
C: 1.24 -5.02 -3.51
N: 2.07 -4.63 -2.39
C: 1.73 -3.31 -1.86
P: 3.64 -5.21 -2.02
O: 3.54 -5.26 -0.51
N: 3.86 -6.91 -2.30
C: 2.75 -7.76 -2.68
C: 4.64 -7.58 -1.26
N: 4.32 -4.84 -3.55
C: 4.45 -3.43 -3.89
C: 4.71 -5.75 -4.61
H: 1.66 -4.75 -4.49
H: 0.27 -4.51 -3.44
H: 1.00 -6.08 -3.50
H: 2.09 -2.51 -2.50
H: 2.17 -3.17 -0.87
H: 0.65 -3.20 -1.74
H: 1.91 -7.71 -1.97
H: 3.08 -8.80 -2.75
H: 2.39 -7.51 -3.68
H: 4.03 -7.81 -0.37
H: 5.48 -6.96 -0.94
H: 5.05 -8.52 -1.65
H: 3.62 -3.08 -4.51
H: 5.38 -3.24 -4.44
H: 4.49 -2.82 -2.99
H: 3.85 -6.06 -5.20
H: 5.22 -6.63 -4.24
H: 5.42 -5.27 -5.29

Results
ΔE to the lowest compared entry with this formula, charge and spin in kcal/mol: 0.0
LUMO in hartree: 0.0166
Calculated total energy in eV: -142971.045